No. 1
{
  "formula": "C4H5NO",
  "method": "wB97M-V/def2-TZVPD",
  "species": ["N", "C", "C", "C", "C", "O", "H", "H", "H", "H", "H"],
  "positions_angstrom": [[-0.39124, -1.37339, -1.44955], [-0.28004, -0.39754, -0.66741], [0.45278, -0.21069, 0.56996], [0.59187, 0.73484, 1.37439], [-0.33546, 1.58871, 0.49010], [-0.82837, 0.84987, -0.72211], [-1.00013, -1.13973, -2.23280], [1.10824, -2.36986, 0.87808], [1.71002, -2.02427, 0.60029], [0.19892, 2.46102, 0.11288], [-1.22660, 1.88104, 1.04616]],
  "atomic_forces_ev_per_a": [[-0.0290, 0.3404, 0.1804], [0.0170, -0.2092, -0.0994], [0.1150, 0.2231, 0.3204], [-0.0396, -0.4815, -0.3589], [-0.1816, 0.4178, -0.0193], [-0.0267, -0.0760, -0.0938], [0.0434, -0.0241, 0.0499], [0.0091, 0.0003, -0.0137], [0.0218, -0.0370, 0.0208], [-0.0610, -0.1146, 0.0696], [0.1316, -0.0392, -0.0560]],
  "lowdin_charge": [0.16, -0.50, -0.02, 0.04, -0.15, -0.01, 0.07, 0.09, 0.08, 0.12, 0.12],
  "multiplicity": 1,
  "homo_ha": -0.37618,
  "e_lumo_ha": -0.022,
  "total_charge": 0
}

---

No. 2
{
  "formula": "C2H4ClOP",
  "method": "wB97M-V/def2-TZVPD",
  "species": ["C", "C", "O", "P", "Cl", "H", "H", "H", "H"],
  "positions_angstrom": [[-0.08893, -0.29942, -0.03663], [-1.61809, -0.03300, 0.00684], [3.27748, -0.11061, 0.01643], [0.78391, -1.66475, -0.02869], [2.61803, 1.33259, -0.03735], [0.58861, 0.67651, 0.06040], [-1.68145, 0.32981, 1.08765], [-2.07703, -0.87036, -0.26403], [-1.80251, 0.63922, -0.80461]],
  "atomic_forces_ev_per_a": [[0.4617, 1.4076, 0.2386], [4.3722, 2.7621, 1.9461], [-0.9919, -0.7685, -0.0132], [0.8015, 0.3548, -0.0879], [0.3067, 0.5575, 0.0083], [-1.1744, -1.6023, -0.2680], [-1.0246, -0.2449, -1.7229], [-2.3388, -3.6508, -0.2401], [-0.4125, 1.1846, 0.1391]],
  "lowdin_charge": [-0.69, -0.14, -0.78, 0.91, 0.56, -0.03, 0.11, 0.00, 0.06],
  "multiplicity": 1,
  "homo_ha": [-0.35486, -0.31022],
  "e_lumo_ha": [-0.049, -0.072],
  "total_charge": 0
}

---

No. 3
{
  "formula": "C43H85CsN6O4P2",
  "method": "wB97M-V/def2-TZVPD",
  "species": ["Cs", "N", "C", "C", "N", "C", "C", "N", "H", "H", "H", "H", "H", "H", "H", "H", "H", "H", "H", "H", "H", "C", "O", "C", "C", "O", "C", "C", "O", "C", "H", "H", "H", "H", "H", "H", "H", "H", "H", "H", "H", "H", "H", "H", "C", "C", "C", "P", "C", "C", "C", "C", "C", "C", "C", "C", "C", "C", "N", "C", "C", "C", "C", "C", "C", "C", "P", "C", "C", "C", "C", "C", "C", "H", "H", "H", "H", "H", "H", "H", "H", "H", "H", "H", "H", "H", "H", "H", "H", "H", "H", "H", "H", "H", "H", "H", "H", "H", "H", "H", "H", "H", "H", "H", "H", "H", "H", "H", "H", "H", "H", "H", "H", "N", "C", "C", "C", "N", "H", "H", "H", "H", "H", "H", "H", "H", "H", "H", "C", "C", "C", "O", "C", "H", "H", "H", "H", "H", "H", "H", "H"],
  "positions_angstrom": [[0.67392, -0.22060, 0.00014], [-0.56461, -0.52070, -3.01557], [0.01291, -1.13781, -4.21531], [-0.00507, -2.65467, -4.10563], [0.71670, -3.12436, -2.93690], [0.27211, -4.40923, -2.42539], [0.66759, -4.57812, -0.96088], [0.23481, -3.42860, -0.17098], [-1.44200, -0.96246, -2.76593], [-0.76639, 0.46220, -3.15838], [1.04650, -0.79929, -4.29875], [-0.51103, -0.85928, -5.13727], [0.43589, -3.08145, -5.01254], [-1.05580, -2.98860, -4.08971], [0.63930, -2.45509, -2.18028], [0.71500, -5.22831, -3.00282], [-0.82151, -4.52174, -2.51497], [1.75210, -4.62915, -0.87941], [0.26083, -5.53471, -0.60902], [0.69663, -3.39372, 0.73084], [-0.76926, -3.41341, -0.01801], [-0.61346, -1.61898, 3.05904], [0.76120, -1.56156, 2.72949], [1.58051, -2.25633, 3.63332], [2.99980, -2.18539, 3.13874], [3.12005, -2.95383, 1.96132], [4.41704, -2.86806, 1.41354], [4.52734, -3.76126, 0.20677], [3.76238, -3.22134, -0.84535], [3.99367, -3.88186, -2.07287], [-0.79955, -1.18612, 4.04875], [-0.95945, -2.65949, 3.04929], [-1.16881, -1.05944, 2.30653], [1.26781, -3.30639, 3.71419], [1.51604, -1.80643, 4.63320], [3.68596, -2.56434, 3.90771], [3.25355, -1.13476, 2.94049], [5.16254, -3.17170, 2.16113], [4.63238, -1.83409, 1.11097], [4.18072, -4.77417, 0.45468], [5.58512, -3.82804, -0.08529], [5.03990, -3.76685, -2.38402], [3.32925, -3.43514, -2.81105], [3.77666, -4.95463, -1.99677], [-5.30976, -1.64324, -1.52622], [-3.80643, -1.60770, -1.28008], [-3.10487, -2.66820, -2.13018], [-3.24367, -1.61420, 0.50636], [-4.28163, -2.95155, 1.29051], [-4.19565, -2.84079, 2.81475], [-3.80436, -4.33679, 0.85524], [-4.08597, -0.08437, 1.03311], [-5.42723, -0.06982, 1.42862], [-6.15231, 1.08773, 1.65255], [-7.59243, 1.05525, 2.09034], [-5.48393, 2.29293, 1.42694], [-4.16293, 2.32753, 1.04825], [-3.38099, 1.14816, 0.87887], [-2.04518, 1.18182, 0.64692], [-1.49611, 2.37171, 0.20117], [-1.82724, 2.89465, -1.06262], [-1.22293, 4.03069, -1.57128], [-0.23613, 4.69772, -0.84964], [0.46237, 5.91043, -1.40775], [0.09110, 4.19788, 0.40595], [-0.52053, 3.07199, 0.95940], [-0.09608, 2.35114, 2.59370], [1.08129, 3.54047, 3.42840], [2.47991, 3.40544, 2.81661], [0.68175, 5.00632, 3.64527], [-1.67742, 2.52901, 3.56008], [-2.40956, 3.86958, 3.49669], [-1.45612, 2.08945, 5.00685], [-5.51959, -1.51140, -2.59187], [-5.73600, -2.60658, -1.23401], [-5.82904, -0.85515, -0.98178], [-3.43585, -0.62260, -1.59504], [-3.55169, -3.65478, -2.00590], [-3.19406, -2.42104, -3.19315], [-2.04468, -2.75110, -1.88356], [-5.32564, -2.83918, 0.99007], [-3.16999, -2.99875, 3.15711], [-4.51783, -1.86459, 3.17511], [-4.81855, -3.60609, 3.28512], [-3.97889, -4.52634, -0.20259], [-2.73408, -4.46016, 1.04876], [-4.33023, -5.11129, 1.41987], [-5.94622, -1.01325, 1.55314], [-7.93731, 0.02813, 2.21824], [-7.73699, 1.57175, 3.04256], [-8.24939, 1.53515, 1.36042], [-6.01493, 3.23097, 1.56304], [-3.68487, 3.28695, 0.89856], [-2.59545, 2.37900, -1.62985], [-1.51828, 4.40527, -2.54665], [-0.12089, 6.36431, -2.20933], [0.61952, 6.66786, -0.63795], [1.44438, 5.65782, -1.81847], [0.84254, 4.73098, 0.97461], [1.15742, 3.08067, 4.42029], [2.53259, 3.78607, 1.79477], [3.20893, 3.96294, 3.41041], [2.79099, 2.35863, 2.79875], [0.17434, 5.44556, 2.78840], [0.01493, 5.10657, 4.49928], [1.56850, 5.61103, 3.85640], [-2.30962, 1.78008, 3.07617], [-1.99183, 4.58771, 4.20128], [-2.37096, 4.30999, 2.50021], [-3.46180, 3.72663, 3.75388], [-0.85012, 2.81556, 5.55551], [-2.41366, 2.00785, 5.52610], [-0.95595, 1.11990, 5.06529], [1.61801, 1.95025, -2.10641], [2.78562, 2.74490, -2.48763], [3.37915, 3.49296, -1.29337], [4.36648, 2.70199, -0.44700], [3.78287, 1.48701, 0.13104], [1.48590, 1.18904, -2.76281], [0.77745, 2.52042, -2.08917], [2.55273, 3.46995, -3.27840], [3.53211, 2.06195, -2.89929], [2.55640, 3.84624, -0.66317], [3.90384, 4.38500, -1.64860], [4.76694, 3.37720, 0.32192], [5.21483, 2.40376, -1.07278], [2.90055, 1.72148, 0.57439], [4.38648, 1.14775, 0.87226], [5.10054, -0.27115, -4.95096], [5.64326, -0.91439, -3.67783], [4.57815, -0.52581, -2.66024], [3.34345, -0.45039, -3.38873], [3.60653, -0.51269, -4.79152], [5.50008, -0.70240, -5.86790], [5.31320, 0.80044, -4.95153], [6.63544, -0.55939, -3.40076], [5.68545, -1.99896, -3.79664], [4.78651, 0.45308, -2.21862], [4.45331, -1.24024, -1.84863], [2.99365, 0.23628, -5.29751], [3.32510, -1.50328, -5.16908]],
  "atomic_forces_ev_per_a": [[0.0003, -0.0499, 0.0063], [-0.0010, -0.0211, 0.0745], [0.0449, -0.0139, -0.0082], [-0.0296, 0.0029, 0.0325], [0.0682, -0.0744, 0.0458], [0.0261, 0.0123, 0.0274], [-0.0105, -0.0089, -0.0365], [-0.0760, 0.0386, 0.0075], [-0.0455, 0.0307, -0.1028], [0.0336, 0.0160, -0.0295], [-0.0056, 0.0030, -0.0081], [-0.0116, -0.0045, -0.0005], [0.0025, 0.0282, -0.0225], [-0.0003, -0.0146, 0.0145], [-0.0737, 0.0649, -0.0464], [-0.0116, 0.0137, -0.0246], [-0.0129, -0.0043, -0.0040], [0.0113, 0.0115, -0.0055], [0.0100, 0.0106, 0.0261], [0.0389, -0.0302, -0.0055], [0.0228, -0.0274, 0.0550], [0.0153, -0.0436, 0.1053], [-0.0011, -0.0060, -0.1326], [0.0019, -0.0394, 0.0644], [-0.0391, 0.0285, 0.0102], [-0.0157, -0.0123, -0.0211], [-0.0302, 0.0174, -0.0569], [-0.0135, -0.0011, -0.0261], [0.0242, -0.0206, 0.0335], [0.0180, -0.0066, -0.0317], [0.0016, 0.0002, -0.0101], [-0.0172, 0.0120, 0.0252], [0.0329, 0.0561, 0.0766], [-0.0138, -0.0053, -0.0131], [0.0134, 0.0077, 0.0061], [-0.0177, 0.0097, 0.0316], [0.0311, -0.0042, -0.0184], [0.0137, -0.0156, -0.0113], [0.0070, 0.0161, 0.0252], [0.0050, 0.0027, 0.0016], [-0.0030, 0.0064, 0.0021], [-0.0057, -0.0121, 0.0169], [-0.0247, 0.0031, 0.0327], [-0.0188, 0.0028, 0.0138], [-0.0243, 0.0259, -0.0115], [0.0205, -0.0499, -0.0675], [-0.0150, 0.0823, -0.0361], [-0.0465, -0.0878, -0.0090], [0.0430, 0.0635, 0.0673], [0.0004, 0.0237, -0.0044], [0.0043, -0.0087, -0.0056], [0.0001, 0.1506, 0.0244], [0.0917, -0.0041, -0.0273], [-0.0093, 0.0000, 0.0068], [-0.0010, 0.0010, -0.0022], [-0.0361, -0.0164, 0.0030], [0.0460, -0.0165, -0.0138], [-0.0944, -0.0735, 0.0206], [0.0082, -0.0119, -0.0308], [0.0752, 0.0202, 0.0001], [0.0244, 0.0226, -0.0024], [-0.0390, -0.0506, -0.0163], [0.0075, 0.0261, 0.0048], [0.0015, 0.0017, 0.0068], [0.0105, 0.0393, 0.0026], [-0.0424, -0.0759, 0.0117], [0.0254, -0.0860, -0.0422], [0.0043, 0.0085, -0.0343], [0.0039, -0.0023, 0.0086], [-0.0002, -0.0055, -0.0036], [-0.0311, -0.0430, -0.0470], [0.0137, -0.0163, 0.0045], [0.0123, 0.0192, 0.0025], [-0.0019, 0.0040, 0.0038], [0.0084, -0.0055, 0.0135], [0.0077, -0.0135, -0.0022], [0.0111, 0.0097, 0.0017], [-0.0101, -0.0060, 0.0374], [0.0083, -0.0186, 0.0057], [0.0176, -0.0152, 0.0112], [-0.0275, -0.0194, -0.0043], [0.0039, -0.0129, -0.0236], [-0.0014, -0.0081, 0.0070], [-0.0026, 0.0023, 0.0037], [0.0019, -0.0003, -0.0020], [0.0007, 0.0050, -0.0002], [-0.0027, -0.0005, -0.0066], [-0.0288, -0.0135, 0.0112], [0.0010, -0.0006, -0.0012], [-0.0015, -0.0038, 0.0016], [0.0029, 0.0016, 0.0001], [0.0027, 0.0020, 0.0006], [-0.0148, 0.0020, 0.0087], [-0.0026, 0.0075, -0.0168], [0.0023, -0.0020, 0.0024], [-0.0044, 0.0023, 0.0016], [0.0032, -0.0040, 0.0026], [-0.0049, -0.0007, -0.0045], [-0.0093, 0.0081, -0.0044], [-0.0163, -0.0179, 0.0148], [-0.0071, 0.0033, -0.0020], [-0.0002, -0.0005, -0.0025], [-0.0007, 0.0079, -0.0017], [-0.0057, 0.0079, -0.0032], [-0.0191, -0.0024, 0.0081], [-0.0026, -0.0026, -0.0014], [0.0194, 0.0160, 0.0040], [0.0147, 0.0223, 0.0170], [-0.0004, 0.0027, -0.0045], [0.0034, -0.0003, -0.0048], [0.0029, 0.0012, 0.0110], [-0.0020, -0.0023, 0.0003], [-0.0025, 0.0069, -0.0084], [0.0268, -0.0089, -0.0491], [0.0196, 0.0427, 0.0579], [0.0031, -0.0068, -0.0370], [0.0050, 0.0252, 0.0425], [-0.0197, -0.0271, 0.0328], [0.0156, -0.0128, 0.0136], [0.0027, -0.0012, 0.0135], [-0.0114, 0.0011, 0.0022], [-0.0210, 0.0176, 0.0029], [0.0012, -0.0150, -0.0017], [-0.0042, 0.0023, -0.0057], [0.0027, -0.0090, -0.0022], [-0.0001, 0.0062, -0.0035], [0.0078, 0.0899, -0.0251], [0.0024, -0.0331, -0.0113], [-0.0080, 0.0182, -0.0151], [-0.0116, -0.0081, 0.0172], [0.0184, 0.0408, 0.0376], [0.0012, 0.0360, -0.0627], [0.0258, 0.0048, 0.0162], [0.0035, -0.0013, 0.0005], [-0.0080, 0.0008, -0.0114], [-0.0026, -0.0020, 0.0068], [0.0092, -0.0050, -0.0002], [0.0099, -0.0325, -0.0191], [-0.0021, -0.0039, -0.0014], [-0.0009, 0.0034, 0.0006], [-0.0060, 0.0003, -0.0013]],
  "lowdin_charge": [0.87, -0.02, -0.24, -0.23, -0.05, -0.23, -0.24, -0.02, 0.03, 0.07, 0.08, 0.11, 0.12, 0.10, 0.04, 0.12, 0.10, 0.08, 0.11, 0.05, 0.03, -0.13, -0.33, -0.21, -0.19, -0.13, -0.19, -0.20, -0.21, -0.11, 0.09, 0.08, 0.02, 0.14, 0.13, 0.13, 0.13, 0.13, 0.13, 0.14, 0.13, 0.08, 0.08, 0.09, -0.10, -0.54, -0.15, 1.08, -0.57, -0.12, -0.12, -0.31, -0.10, -0.30, -0.07, -0.06, -0.04, -0.35, -0.05, -0.43, -0.04, -0.07, -0.30, -0.05, -0.08, -0.33, 1.07, -0.55, -0.14, -0.10, -0.54, -0.11, -0.13, 0.08, 0.07, 0.07, 0.09, 0.07, 0.08, 0.03, 0.09, 0.06, 0.06, 0.08, 0.05, 0.06, 0.08, 0.09, 0.07, 0.07, 0.07, 0.11, 0.10, 0.12, 0.11, 0.08, 0.08, 0.06, 0.09, 0.09, 0.05, 0.08, 0.05, 0.06, 0.06, 0.07, 0.08, 0.06, 0.06, 0.08, 0.07, 0.08, 0.06, -0.02, -0.26, -0.19, -0.29, 0.00, 0.02, 0.04, 0.11, 0.09, 0.08, 0.11, 0.10, 0.10, 0.00, 0.07, -0.16, -0.15, -0.18, -0.17, -0.21, 0.11, 0.11, 0.11, 0.10, 0.09, 0.10, 0.12, 0.12],
  "multiplicity": 1,
  "homo_ha": -0.20833,
  "e_lumo_ha": 0.004,
  "total_charge": 0
}

---

Total energy / eV: -7760.3341; -25991.6621; -82226.5402
Relative energy (zero: lowest compared OMol25 entry of this formula, charge and spin) / kcal per mole: 142.80; 144.39; 0.00